Entry from the Open Molecules 2025 dataset: a cluster of 4 separate species, C21H21N3O2 in total (ωB97M-V/def2-TZVPD).

Last column: Löwdin charge in e.
Atoms and positions in Å:
O  -1.97  -2.65  -3.63  -0.045
C  -1.37  -1.36  -3.51  -0.343
C  -0.74  -1.15  -2.23  0.056
C  0.12  0.17  -2.09  0.045
C  0.32  0.90  -3.26  -0.346
O  1.00  2.05  -3.25  0.119
C  -0.27  0.56  -4.47  0.046
C  -1.11  -0.66  -4.57  -0.017
H  -1.82  -3.08  -2.68  0.151
H  -0.92  -1.61  -1.28  0.074
H  0.82  0.10  -1.34  0.054
H  1.18  2.36  -2.51  -0.093
H  -0.06  1.13  -5.31  0.091
H  -1.74  -0.66  -5.39  0.095
C  4.15  2.78  0.55  0.004
C  2.99  2.08  1.14  -0.039
C  1.68  2.30  0.59  -0.126
N  1.54  3.02  -0.55  0.027
C  2.57  3.74  -1.06  -0.142
C  3.86  3.60  -0.60  -0.067
H  5.15  2.73  0.94  0.090
H  3.05  1.37  1.97  0.079
H  0.80  1.79  0.96  0.094
H  2.53  4.41  -2.09  0.172
H  4.59  3.92  -1.08  0.009
C  2.03  -3.69  3.17  -0.104
C  2.66  -2.72  2.45  -0.120
C  2.04  -1.74  1.76  -0.110
N  0.64  -1.65  1.79  0.050
C  0.00  -2.59  2.51  -0.160
C  0.67  -3.74  3.10  -0.084
H  2.57  -4.59  3.76  0.161
H  3.64  -2.86  2.32  0.070
H  2.58  -0.97  1.33  0.069
H  -1.17  -2.62  2.61  0.129
H  -0.21  -4.31  3.56  0.122
C  -2.85  0.58  2.20  -0.030
C  -2.82  0.69  0.73  -0.057
C  -3.91  0.34  0.02  -0.191
N  -5.06  -0.15  0.52  0.065
C  -5.17  -0.19  1.90  -0.101
C  -4.12  0.31  2.70  -0.085
H  -2.09  0.72  2.78  0.036
H  -1.89  1.11  0.39  0.086
H  -3.65  0.56  -0.99  0.098
H  -6.06  -0.42  2.39  0.076
H  -4.16  0.10  3.76  0.090

Calculated values
2S+1: 1
LUMO energy (eV): 0.3
SMILES: Oc1ccc(O)cc1.c1ccncc1.c1ccncc1.c1ccncc1
HOMO (eV): -8.0
E (Eh): -1127.2917
Frontier orbital gap (eV): 8.29